15
Properties=species:S:1:pos:R:3:mulliken_charge:R:1 method="wB97M-V/def2-TZVPD" relative_energy_kj_mol=345.5 homo_lumo_gap_ha=0.317 e_lumo_ev=0.94 charge=0 energy_ha=-287.700852
O 1.7960 -0.1085 0.2217 -0.4547
N 1.9794 2.0775 0.6262 -0.2474
C -1.4613 -1.6995 0.2992 -1.0256
C -0.7037 -0.9209 -0.7403 -0.2672
C -0.8331 0.4201 -0.7238 -0.6596
C 1.1871 1.0408 0.3823 -0.0985
H -1.4959 -1.1540 1.2514 0.3020
H 1.0322 -0.7247 -0.0448 0.4164
H -1.2288 0.9167 0.1532 0.2575
H -2.4890 -1.7526 -0.0794 0.2852
H 1.5053 2.9405 0.8441 0.2473
H -0.7597 1.0258 -1.6219 0.3213
H -1.1038 -2.7180 0.4723 0.3200
H -0.4191 -1.4392 -1.6553 0.3903
H 2.9943 2.0961 0.6150 0.2132


12
Properties=species:S:1:pos:R:3:mulliken_charge:R:1 method="wB97M-V/def2-TZVPD" relative_energy_kj_mol=153.9 homo_lumo_gap_ha=0.363 e_lumo_ev=1.00 charge=0 smiles="C1=COCOC1" energy_ha=-306.447683
O 0.7006 0.3428 -1.1718 -0.3813
O -0.8430 1.3399 0.3242 -0.3919
C -0.4924 -1.0112 0.4549 -0.3257
C 0.5979 -0.9478 -0.5822 -0.3277
C 0.4821 1.3708 -0.2554 -0.2170
C -1.1780 0.0979 0.7454 -0.1456
H 0.5996 2.3114 -0.7774 0.1999
H 1.1862 1.3355 0.5835 0.3505
H 0.2913 -1.6320 -1.3564 0.2956
H 1.5457 -1.3186 -0.1678 0.2594
H -2.0421 0.1167 1.3933 0.3973
H -0.8479 -2.0055 0.8096 0.2865


63
Properties=species:S:1:pos:R:3:mulliken_charge:R:1 method="wB97M-V/def2-TZVPD" homo_lumo_gap_ha="0.200 / 0.232" spin_multiplicity=5 e_lumo_ev="-3.92 / -5.33" charge=+1 energy_ha=-1947.996093
Pd 0.1792 -0.8235 -0.3916 0.3016
O 1.2676 -2.7723 -0.0628 -0.3729
N 2.0566 -0.0371 0.3389 -0.6992
N 2.6481 1.2176 -1.6243 -0.6527
N -0.0227 -2.1184 1.7313 0.3663
N 2.2897 -1.4864 2.1941 -0.5070
N -2.4539 -1.8471 1.5126 -0.5244
N -2.0923 0.9700 -2.2465 -0.6458
N 0.2821 0.7446 -1.7789 -0.0556
N -1.8486 -0.4311 -0.3058 -0.4412
C -1.4437 0.7617 5.0004 -0.5892
C -6.2746 -1.7081 -0.8461 -0.6687
C -2.7174 -1.2355 0.4039 0.0868
C -0.8384 -3.8781 0.1279 -1.3489
C 2.9271 0.4749 -0.6127 0.4485
C -0.8096 1.3913 -2.2913 -0.5942
C 2.7919 -0.8119 1.2128 0.5857
C -4.9791 -0.1805 -2.2194 -0.0695
C -0.3341 4.6886 -4.0653 -0.6057
C 6.5709 -1.0178 0.8504 -0.6288
C -6.1666 -0.8496 -1.9393 -0.6537
C 1.7474 3.7538 -3.2330 -0.3268
C 5.3418 -1.2979 1.4412 -0.4155
C -1.9695 -0.0970 4.0697 -0.6209
C 4.2224 -0.7384 0.8608 -0.1124
C 0.3251 -0.6839 3.4548 0.7860
C 1.0580 4.7549 -3.8907 -0.6052
C -4.0207 -1.2544 -0.2857 0.0613
C -0.3749 2.6065 -2.9347 0.7777
C 4.3059 0.0669 -0.2624 0.3408
C -0.0446 0.9158 5.1646 -0.6253
C 6.6558 -0.2024 -0.2753 -0.6653
C 1.3844 1.5045 -2.0023 -0.2923
C -2.5309 0.1187 -1.3907 0.2141
C -1.0670 -0.8301 3.2830 0.1919
C -1.0693 3.6183 -3.5906 -0.3330
C -3.9112 -0.4039 -1.3751 0.3716
C -1.2967 -1.6504 2.1660 0.5076
C 5.5174 0.3544 -0.8520 -0.0779
C 1.0079 2.6769 -2.7552 0.4963
C 0.9838 -1.4191 2.4496 -0.1855
C 0.1887 -2.8594 0.5172 1.0514
C 0.8486 0.2033 4.4058 -0.6111
C -5.1958 -1.9190 0.0055 -0.3696
H -2.1418 3.5615 -3.7235 0.5323
H 0.3217 1.6187 5.9008 0.4155
H 5.2646 -1.9296 2.3171 0.5502
H 5.5763 0.9852 -1.7297 0.5525
H -2.1107 1.3432 5.6234 0.4166
H 7.4745 -1.4381 1.2715 0.4269
H -3.0372 -0.2155 3.9438 0.5295
H -7.2119 -2.2152 -0.6589 0.4328
H -0.8388 5.4949 -4.5813 0.4077
H -4.8892 0.4877 -3.0660 0.5556
H 1.5979 5.6086 -4.2787 0.4103
H 1.9176 0.3174 4.5265 0.5176
H 7.6255 0.0002 -0.7104 0.4054
H 2.8200 3.7987 -3.0956 0.5298
H -1.5377 -4.1035 0.9270 0.3121
H -5.2717 -2.5760 0.8626 0.5679
H -1.3925 -3.5371 -0.7459 0.2504
H -7.0244 -0.7021 -2.5821 0.4069
H -0.2812 -4.7684 -0.1593 0.4908


90
Properties=species:S:1:pos:R:3:mulliken_charge:R:1 method="wB97M-V/def2-TZVPD" relative_energy_kj_mol=107.1 homo_lumo_gap_ha="0.257 / 0.203" spin_multiplicity=3 e_lumo_ev="-4.55 / -6.01" charge=+2 energy_ha=-4177.776672
Sb 1.0882 -2.1696 -0.2638 -0.5344
Ni -0.1367 1.8982 1.3570 0.1048
S -2.6149 1.8423 1.0110 -0.4484
Si 3.7256 -2.1510 -0.1431 0.5409
Si -0.0361 -4.1721 1.0403 0.5471
Si 0.5877 -2.3759 -2.8284 0.5666
N 0.3390 3.3938 2.9489 -0.3173
N -0.7151 0.8219 3.1622 0.0681
N -4.9005 2.9038 0.4612 -0.1701
N -3.2630 4.4699 0.5306 -0.1451
N 0.1446 1.9227 -0.6111 -0.3102
N 1.7043 0.8166 1.8453 -0.2020
C 4.3022 -0.4704 -0.7889 -1.0558
C 0.1373 -0.3680 3.2989 -0.1387
C -3.6115 3.1818 0.6590 0.6788
C -0.2801 2.1266 -1.6592 0.1362
C -2.2700 1.8763 -3.0466 -1.2156
C -1.9794 5.0894 0.7819 -0.7393
C 1.7704 -1.1215 -3.5957 -1.0369
C 1.6006 -0.0225 3.0504 0.0572
C 0.9302 -4.1273 -3.4200 -1.0696
C -1.8103 -3.5812 1.2658 -0.9709
C 4.3345 -3.5483 -1.2438 -1.0781
C -1.2331 -1.9043 -2.9846 -0.9499
C 0.8416 -4.3939 2.6906 -0.9968
C -0.7603 3.8948 -3.2242 -1.8486
C 0.0967 -5.7019 -0.0447 -1.0828
C 0.0221 1.6357 -4.0508 -1.3206
C -0.8146 2.3727 -2.9966 2.4723
C -5.9453 3.8774 0.1874 -1.1132
C 4.2063 -2.4111 1.6651 -1.1688
C -0.7958 1.7132 4.3247 -0.7593
C 0.3115 2.7614 4.2840 -0.5435
H 1.8479 0.2179 1.0293 -0.3312
H -1.7354 5.7768 -0.0259 0.3567
H -6.8689 3.3471 -0.0206 0.3563
H 2.0152 0.5138 3.9009 0.3402
H 4.4787 -0.5199 -1.8646 0.3334
H -0.7450 1.1536 5.2615 0.3408
H -1.4131 4.4108 -2.5197 0.3318
H 0.2524 4.2811 -3.1064 0.4238
H 1.2512 3.8073 2.7861 0.2502
H 1.2754 2.2978 4.4737 0.2646
H 1.0226 -4.1595 -4.5093 0.4163
H 3.5852 0.3336 -0.6103 0.1959
H -5.1603 1.9374 0.5675 0.2519
H 0.0303 -0.8412 4.2792 0.3410
H 5.2476 -0.1879 -0.3183 0.4481
H -4.0221 5.1193 0.3860 0.1903
H 0.8291 -3.4849 3.2954 0.2297
H 1.8576 -4.5123 -2.9962 0.2555
H 5.1708 -2.9220 1.7188 0.4400
H -1.4763 -1.0559 -2.3416 -0.0667
H -0.4120 1.8227 -5.0322 0.5167
H -0.1766 -1.0776 2.5304 -0.3964
H -0.3272 4.1587 2.9368 0.2492
H -6.1191 4.5364 1.0411 0.3633
H -0.1209 -6.6048 0.5330 0.4045
H 3.4801 -3.0239 2.1999 0.2359
H 0.0106 0.5628 -3.8663 -0.3212
H 0.1214 -4.8030 -3.1392 0.3001
H 2.7891 -1.5130 -3.5927 0.3763
H 1.5065 -0.9093 -4.6355 0.5298
H 3.9079 -4.5042 -0.9386 0.2945
H -5.6998 4.4791 -0.6906 0.3584
H -2.7017 2.1671 -4.0035 0.4690
H 1.0991 -5.8084 -0.4587 0.3030
H 4.0696 -3.3721 -2.2876 0.2359
H 2.1658 -0.9493 2.9449 -0.0918
H 4.3175 -1.4631 2.1969 0.3443
H -1.7592 2.2250 4.2834 0.4134
H -1.5046 -1.6513 -4.0136 0.4581
H -1.0997 4.1177 -4.2344 0.4493
H -2.8690 2.3088 -2.2459 0.1575
H -1.8607 -2.7437 -2.6797 0.5136
H -1.6554 0.5101 2.9455 0.3862
H 0.3414 -5.1785 3.2651 0.4153
H 5.4238 -3.6385 -1.1905 0.4270
H -1.2153 4.3296 0.8326 0.0028
H -2.0008 5.6566 1.7147 0.3615
H 1.8783 -4.7034 2.5535 0.2908
H -2.2630 -3.3140 0.3096 0.2838
H 1.7726 -0.1802 -3.0434 0.1862
H -1.8644 -2.7079 1.9189 0.2036
H 0.1431 3.4917 5.0758 0.4341
H -2.4191 -4.3699 1.7160 0.4158
H 1.0543 1.9854 -4.0628 0.4455
H 2.5002 1.4424 1.9053 0.2462
H -0.6131 -5.6613 -0.8724 0.2733
H -2.3187 0.7908 -2.9641 0.1399


58
Properties=species:S:1:pos:R:3:mulliken_charge:R:1 method="wB97M-V/def2-TZVPD" homo_lumo_gap_ha="0.393 / 0.151" spin_multiplicity=2 e_lumo_ev="-2.79 / -9.30" charge=+1 energy_ha=-2904.849403
S 0.8456 0.6412 2.1135 1.0444
S 0.8828 -0.5381 -0.1842 0.9655
F 2.6881 1.9479 3.6574 -0.2422
F 0.6090 -1.5148 -2.6764 -0.1887
F 0.7943 0.6352 -2.6756 -0.1839
F -1.0796 -0.3792 -2.0116 -0.1825
F 2.5116 2.7138 1.6748 -0.1925
F 3.5263 0.7583 2.0039 -0.1824
O -2.6219 2.4067 -2.7136 -0.6177
O -2.6512 2.5762 2.8802 -0.6847
O -0.4367 3.4643 1.1847 -0.4822
O 2.4092 2.7669 -1.0083 -0.4637
O -1.8016 -4.2287 0.1905 -0.5929
O -0.7081 -1.6929 4.2330 -0.2376
O 1.1584 -0.7146 2.5180 -0.6235
O 2.1976 4.7513 3.7593 -0.5830
O -2.3965 -1.4776 1.8791 -0.7327
O 1.3462 -4.6867 -4.0354 -0.6036
O -2.3837 0.9080 0.3847 -0.5948
O 0.0090 -1.6315 0.2738 -0.4846
O 1.0225 -3.6344 2.1410 -0.3543
O 1.6497 -3.8841 -0.5326 -0.5667
O 0.0945 0.7114 -5.8233 -0.6203
O 2.3020 -0.7058 -0.2784 -0.7150
O -3.4976 0.0386 -3.8776 -0.6795
O -0.0889 1.2766 3.0326 -0.6340
N 0.4589 0.8393 0.3732 -0.1804
C 0.2774 -0.4057 -2.0572 0.4331
C 2.5113 1.5543 2.3631 0.6119
Li 0.5511 2.6873 -0.3065 0.7226
H 1.8742 -3.8909 -3.9714 0.3079
H -2.7761 1.5636 -3.1399 0.3546
H 0.1016 -1.5871 3.7336 0.4015
H -2.6962 1.7693 2.3673 0.3543
H 1.8125 -5.2338 -4.6676 0.3093
H 2.1774 5.2827 4.5552 0.2915
H -1.6333 -1.5027 1.3019 0.4111
H -0.5443 0.8126 -5.1176 0.2896
H -2.0255 -5.0857 -0.1724 0.2794
H -4.3646 0.0243 -3.4722 0.3134
H 3.2593 2.9464 -0.6067 0.2329
H 2.8649 4.0870 3.9311 0.3002
H -2.3460 2.2955 3.7429 0.3208
H 2.6059 -3.9263 -0.5212 0.2635
H -1.4046 -1.6046 3.5824 0.4852
H -0.2050 -0.0567 -6.3097 0.3217
H -2.3673 1.4567 -0.3994 0.2497
H 1.5893 -2.8755 2.2791 0.3395
H -3.0582 -0.7383 -3.5320 0.3221
H -1.9650 2.8361 -3.2616 0.3194
H -2.9855 -0.8431 1.4707 0.3441
H 2.6064 2.6240 -1.9340 0.2623
H 0.1385 4.1899 1.4274 0.3247
H -1.0145 3.3533 1.9397 0.2032
H 1.2706 -3.9652 1.2777 0.4130
H -1.4923 0.9564 0.7302 0.3320
H 1.4105 -4.1046 -1.4328 0.2192
H -1.0123 -3.9663 -0.2833 0.2798